1.
Computed, not measured: a single C10H11N3 molecule, with the ωB97M-V functional and the def2-TZVPD basis.

Cartesian coordinates (Å):
N -3.18 -1.28 -1.11
C -1.96 -0.69 -1.25
C -1.19 -0.52 -2.61
C 0.10 0.04 -2.68
C 0.69 0.74 -1.59
C -0.07 0.69 -0.46
C 0.53 1.47 0.74
N 1.16 0.54 1.63
C 2.39 -0.07 1.46
C 2.54 -0.86 2.51
N 1.25 -0.95 3.23
C 0.50 -0.11 2.61
C -1.35 0.05 -0.20
H -3.65 -1.63 -1.96
H -3.73 -1.16 -0.29
H -1.65 -1.06 -3.37
H 0.58 0.33 -3.52
H 1.65 1.18 -1.34
H 1.34 2.16 0.38
H -0.25 2.13 1.10
H 3.00 0.36 0.61
H 3.49 -1.50 2.61
H -0.57 0.18 2.67
H -1.60 -0.04 0.81

Calculated values
2S+1   1
Lowest unoccupied orbital energy   0.8 eV
Structure (SMILES)   Nc1cccc(Cn2ccnc2)c1
Total charge   0
Gap between HOMO and LUMO   8.95 eV
E_HOMO   -8.2 eV



2.
Computed, not measured: a single C10H11N3 molecule, with the ωB97M-V functional and the def2-TZVPD basis.

Cartesian coordinates (Å):
C 0.13 0.72 -3.01
C 1.62 0.75 -1.07
C -0.14 0.07 2.31
C 0.21 1.18 1.80
C -0.49 -1.23 1.57
C 0.29 -1.34 0.27
C 0.33 0.49 -1.63
C -0.46 -0.61 -0.93
C 0.55 2.57 1.61
C -1.30 -1.55 -1.78
N 0.03 0.98 -4.11
N 2.66 1.04 -0.67
N -0.82 0.74 -0.72
H -0.11 0.21 3.47
H -0.14 -2.18 2.26
H -1.48 -1.53 1.28
H 1.19 -0.86 0.27
H 0.42 -2.48 0.18
H 1.35 2.51 0.91
H 0.96 2.72 2.59
H -0.33 3.01 1.19
H -0.60 -2.48 -1.92
H -1.65 -1.12 -2.70
H -2.21 -1.61 -1.17

Calculated values
2S+1   1
Lowest unoccupied orbital energy (spin up / spin down)   -0.6 / -1.6 eV
Total charge   0
Gap between HOMO and LUMO (spin up / spin down)   8.66 / 6.20 eV
E_HOMO (spin up / spin down)   -9.3 / -7.8 eV



Energy relative to the most stable one, in kJ/mol: 1 0.0; 2 500.9



1.
Computed, not measured: a single C6H13N3O molecule, with the ωB97M-V functional and the def2-TZVPD basis.

Cartesian coordinates (Å):
H -3.25 0.06 0.14
N -3.07 -0.73 -0.47
C -1.79 -0.82 -0.70
O -1.56 -2.08 -1.03
C -0.75 -0.22 0.24
N -1.29 1.01 0.81
C 0.58 -0.07 -0.52
C 1.74 0.36 0.36
C 2.10 -0.61 1.47
C 2.02 1.80 0.55
N 2.83 1.00 -0.37
H -2.74 -2.29 -0.91
H -0.61 -0.94 1.06
H -0.85 1.21 1.70
H -1.10 1.80 0.21
H 0.45 0.68 -1.32
H 0.83 -1.03 -0.99
H 3.04 -0.30 1.96
H 1.32 -0.65 2.24
H 2.24 -1.62 1.06
H 1.37 2.55 0.09
H 2.47 2.11 1.50
H 3.73 0.78 0.04

Calculated values
2S+1   1
Lowest unoccupied orbital energy   0.6 eV
Structure (SMILES)   [H]/N=C(/O)[C@H](N)C[C@]1(C)CN1
Total charge   0
Gap between HOMO and LUMO   10.14 eV
E_HOMO   -9.6 eV



2.
Computed, not measured: 3 unconnected molecules or ions with the total composition C6H13N3O, with the ωB97M-V functional and the def2-TZVPD basis.

Cartesian coordinates (Å):
C -0.38 1.74 2.34
C -0.67 0.28 2.28
O 0.16 -0.60 2.25
C -2.09 -0.02 2.23
N -3.21 -0.26 2.20
H -0.34 2.09 1.30
H 0.58 1.93 2.80
H -1.18 2.29 2.84
C -1.20 0.44 -1.25
N -0.72 1.60 -1.37
H -1.59 0.14 -0.29
H -1.39 -0.27 -2.07
H -0.42 1.85 -2.31
C 1.84 -0.09 -0.83
N 0.67 -0.94 -0.74
C 0.75 -2.12 -1.58
H 1.65 0.82 -0.26
H 2.75 -0.57 -0.46
H 1.99 0.18 -1.87
H 0.54 -1.22 0.23
H -0.16 -2.71 -1.46
H 0.82 -1.80 -2.62
H 1.62 -2.75 -1.36

Calculated values
2S+1   1
Lowest unoccupied orbital energy   -0.5 eV
Structure (SMILES)   CC(=O)C#N.C=N.CNC
Total charge   0
Gap between HOMO and LUMO   8.31 eV
E_HOMO   -8.8 eV



3.
Computed, not measured: 2 unconnected molecules or ions with the total composition C6H13N3O, with the ωB97M-V functional and the def2-TZVPD basis.

Cartesian coordinates (Å):
C -2.67 -1.31 -0.53
N -1.93 -0.14 -0.95
C -1.44 0.59 -0.02
N -1.49 0.43 1.33
C -0.67 1.80 -0.45
O -0.16 2.57 0.33
H -2.03 -2.00 0.05
H -3.54 -1.04 0.10
H -3.04 -1.84 -1.41
H -1.99 -0.35 1.75
H -1.03 1.13 1.89
H -0.64 1.92 -1.56
C 2.22 0.46 -1.23
N 1.94 -0.74 -0.45
C 2.35 -0.68 0.94
C 0.92 -0.61 0.56
H 1.53 0.51 -2.08
H 2.11 1.39 -0.65
H 3.24 0.41 -1.62
H 2.82 0.23 1.30
H 2.76 -1.60 1.35
H 0.47 0.34 0.66
H 0.27 -1.47 0.68

Calculated values
2S+1   1
Lowest unoccupied orbital energy   0.1 eV
Structure (SMILES)   C/N=C(\N)C=O.CN1CC1
Total charge   0
Gap between HOMO and LUMO   9.17 eV
E_HOMO   -9.0 eV



Energy relative to the most stable one, in kJ/mol: 1 35.4; 2 0.0; 3 18.9



1.
Computed, not measured: a molecular structure, C8H18NaO8, with the ωB97M-V functional and the def2-TZVPD basis.

Cartesian coordinates (Å):
Na 10.46 1.83 1.63
C 9.72 4.80 3.42
O 9.84 3.37 3.55
H 9.66 5.44 4.29
H 10.67 5.19 3.07
H 8.90 5.16 2.79
C 10.11 -1.29 2.27
O 9.67 -0.19 3.01
H 10.69 -0.89 1.44
H 10.78 -2.00 2.74
H 9.28 -1.80 1.77
C 14.19 -1.04 -0.13
O 14.78 0.07 0.47
C 13.96 1.06 0.90
O 12.71 1.16 0.70
O 14.70 1.96 1.52
C 14.05 2.93 2.31
H 13.61 -1.64 0.57
H 14.97 -1.67 -0.54
H 13.54 -0.72 -0.94
H 13.53 3.63 1.64
H 14.79 3.49 2.87
H 13.32 2.42 2.94
C 10.48 1.45 -2.58
O 9.55 2.51 -2.50
C 9.57 3.22 -1.35
O 10.30 3.14 -0.42
O 8.53 4.10 -1.38
C 8.09 4.84 -0.24
H 10.31 0.91 -1.65
H 11.52 1.76 -2.69
H 10.31 0.71 -3.36
H 7.02 5.00 -0.24
H 8.72 5.73 -0.33
H 8.48 4.36 0.67

Calculated values
2S+1   1
Lowest unoccupied orbital energy   2.2 eV
Total charge   -1
Gap between HOMO and LUMO   4.84 eV
E_HOMO   -2.6 eV



2.
Computed, not measured: a molecular structure, C8H18NaO8, with the ωB97M-V functional and the def2-TZVPD basis.

Cartesian coordinates (Å):
Na 10.37 -28.38 -7.33
C 8.79 -25.67 -5.94
O 8.95 -26.36 -7.13
H 9.37 -24.72 -5.94
H 7.73 -25.41 -5.79
H 9.15 -26.19 -5.03
C 10.01 -30.09 -9.87
O 9.56 -28.81 -9.57
H 9.82 -30.31 -10.94
H 11.11 -30.22 -9.76
H 9.50 -30.86 -9.27
C 11.52 -32.05 -4.13
O 10.57 -31.11 -3.66
C 9.82 -30.49 -4.56
O 10.02 -30.44 -5.74
O 8.85 -29.85 -3.92
C 7.94 -29.10 -4.72
H 11.50 -32.83 -3.37
H 12.55 -31.68 -4.05
H 11.31 -32.38 -5.14
H 8.33 -28.73 -5.66
H 7.69 -28.19 -4.17
H 7.01 -29.65 -4.89
C 12.28 -24.40 -5.47
O 13.08 -25.47 -4.99
C 12.72 -26.71 -5.30
O 11.77 -27.01 -5.97
O 13.53 -27.53 -4.67
C 13.34 -28.92 -4.81
H 12.81 -23.98 -6.33
H 12.16 -23.64 -4.70
H 11.25 -24.72 -5.66
H 13.86 -29.34 -3.94
H 13.73 -29.38 -5.71
H 12.30 -29.16 -4.61

Calculated values
2S+1   1
Lowest unoccupied orbital energy   2.2 eV
Total charge   -1
Gap between HOMO and LUMO   4.80 eV
E_HOMO   -2.6 eV



Energy relative to the most stable one, in kJ/mol: 1 80.7; 2 0.0



1.
Computed, not measured: 2 unconnected molecules or ions with the total composition C3H9N2O3, with the ωB97M-V functional and the def2-TZVPD basis.

Cartesian coordinates (Å):
C -0.35 1.59 0.44
N 0.91 0.85 0.07
C 1.25 1.32 -1.42
O 0.97 2.56 -1.76
H -0.05 2.64 0.36
H -0.69 1.27 1.43
H -1.07 1.32 -0.33
H 1.71 1.16 0.60
H 0.72 0.48 -2.07
H 2.32 1.08 -1.39
N -0.15 -1.59 0.26
C -1.20 -1.91 1.14
O -1.84 -3.01 0.69
O -1.54 -1.30 2.13
H -0.18 -2.28 -0.48
H 0.45 -0.60 0.24
H -1.27 -3.60 0.09

Calculated values
2S+1   1
Lowest unoccupied orbital energy   3.1 eV
Total charge   -1
Gap between HOMO and LUMO   6.26 eV
E_HOMO   -3.2 eV



2.
Computed, not measured: a molecular structure, C3H9N2O3, with the ωB97M-V functional and the def2-TZVPD basis.

Cartesian coordinates (Å):
O -0.08 3.02 -0.28
C -0.29 1.76 -0.19
N -1.53 1.20 -0.29
C 0.91 0.86 -0.40
N 1.15 -0.01 0.70
C 0.11 -0.85 1.37
O -0.89 -1.07 0.54
H -1.46 -0.02 0.11
H -2.31 1.80 -0.38
H 1.75 1.58 -0.30
H 1.03 0.54 -1.36
H 2.17 -0.23 0.70
H -0.28 -0.14 2.30
H 0.60 -1.91 1.76
H -0.63 -1.71 -0.75
H 0.29 -2.47 -1.92
O -0.54 -2.36 -1.60

Calculated values
2S+1   1
Lowest unoccupied orbital energy   3.9 eV
Total charge   -1
Gap between HOMO and LUMO   8.04 eV
E_HOMO   -4.1 eV



Energy relative to the most stable one, in kJ/mol: 1 0.0; 2 49.0



1.
Computed, not measured: 3 unconnected molecules or ions with the total composition C5H17NO2, with the ωB97M-V functional and the def2-TZVPD basis.

Cartesian coordinates (Å):
C 2.38 0.37 -0.54
C 1.24 1.06 -1.35
C 1.90 0.11 0.90
N 2.86 -0.70 1.68
C 3.15 0.04 2.90
C 2.34 -2.03 2.05
H 3.30 0.95 -0.41
H 2.64 -0.47 -1.11
H 0.70 0.28 -1.86
H 0.65 1.68 -0.68
H 1.72 1.71 -2.05
H 0.94 -0.41 0.83
H 1.78 1.11 1.29
H 3.83 0.88 2.71
H 3.79 -0.48 3.61
H 2.26 0.50 3.36
H 2.74 -2.78 1.37
H 2.65 -2.22 3.07
H 1.25 -2.10 2.18
H -7.08 0.50 0.25
H -6.67 2.00 0.69
O -6.49 1.07 0.75
H -5.33 -0.16 -4.73
H -4.12 -0.72 -5.16
O -4.79 -0.12 -5.55

Calculated values
2S+1   2
Lowest unoccupied orbital energy (spin up / spin down)   2.7 / 2.7 eV
<S²>   0.750
Total charge   -1
Gap between HOMO and LUMO (spin up / spin down)   1.62 / 9.51 eV
E_HOMO (spin up / spin down)   1.1 / -6.8 eV



2.
Computed, not measured: 3 unconnected molecules or ions with the total composition C5H17NO2, with the ωB97M-V functional and the def2-TZVPD basis.

Cartesian coordinates (Å):
C -0.78 1.33 -1.24
C -0.38 0.19 -0.33
C -0.36 -1.16 -1.14
C 0.06 -2.30 -0.21
C 0.53 -1.21 -2.39
N 0.83 0.52 0.39
H -0.41 1.26 -2.27
H -1.86 1.31 -1.38
H -0.51 2.32 -0.89
H -1.19 -0.01 0.37
H -1.41 -1.40 -1.34
H -0.53 -2.31 0.72
H 1.08 -2.21 0.16
H -0.14 -3.29 -0.60
H -0.07 -1.71 -3.16
H 0.74 -0.25 -2.83
H 1.48 -1.71 -2.28
H 1.22 -0.31 0.83
H 1.49 1.03 -0.17
H -0.60 1.97 3.06
H -1.91 1.92 2.25
O -1.25 2.53 2.58
H 1.38 0.44 3.64
H 1.49 1.71 2.71
O 1.09 1.35 3.51

Calculated values
2S+1   2
Lowest unoccupied orbital energy (spin up / spin down)   3.7 / 3.5 eV
<S²>   0.750
Total charge   -1
Gap between HOMO and LUMO (spin up / spin down)   2.73 / 9.07 eV
E_HOMO (spin up / spin down)   0.9 / -5.6 eV



3.
Computed, not measured: 3 unconnected molecules or ions with the total composition C5H17NO2, with the ωB97M-V functional and the def2-TZVPD basis.

Cartesian coordinates (Å):
C 1.85 0.32 -0.16
N 0.50 0.37 0.41
C 0.18 -0.78 1.28
C 0.66 -2.13 0.83
C 0.36 1.63 1.15
C 2.05 1.26 -1.35
H 2.03 -0.70 -0.49
H 2.66 0.43 0.58
H -0.92 -0.76 1.33
H 0.35 -0.49 2.32
H 1.74 -2.27 0.91
H 0.15 -2.92 1.40
H 0.47 -2.28 -0.24
H 0.35 1.48 2.23
H -0.63 2.08 0.94
H 1.10 2.35 0.83
H 1.09 1.47 -1.82
H 2.64 2.14 -1.13
H 2.58 0.69 -2.14
H -1.47 -2.02 -0.75
H -2.95 -1.66 -0.45
O -2.34 -1.92 -1.16
H -2.66 0.84 -1.56
H -1.71 0.83 -0.43
O -2.45 1.36 -0.77

Calculated values
2S+1   2
Lowest unoccupied orbital energy (spin up / spin down)   3.7 / 3.5 eV
<S²>   0.750
Total charge   -1
Gap between HOMO and LUMO (spin up / spin down)   2.68 / 9.06 eV
E_HOMO (spin up / spin down)   1.1 / -5.5 eV



Energy relative to the most stable one, in kJ/mol: 1 142.7; 2 0.0; 3 73.1



1.
Computed, not measured: a gas-phase ion, C5H9N (charge -1), with the ωB97M-V functional and the def2-TZVPD basis.

Cartesian coordinates (Å):
C 0.37 -0.97 -1.95
N 0.06 -0.84 -0.56
C -0.10 0.43 -0.09
C -0.26 1.58 -0.85
C 0.04 -0.66 2.26
C -0.13 0.51 1.33
H 0.99 -0.14 -2.32
H 0.87 -1.94 -2.12
H -0.56 -1.07 -2.57
H -0.72 -0.88 3.03
H -0.85 2.44 -0.54
H -0.38 1.44 -1.92
H 0.85 -0.43 2.98
H 0.26 -1.51 1.62
H -0.25 1.52 1.73

Calculated values
2S+1   2
Lowest unoccupied orbital energy (spin up / spin down)   4.5 / 4.5 eV
<S²>   0.762
Total charge   -1
Gap between HOMO and LUMO (spin up / spin down)   6.47 / 5.89 eV
E_HOMO (spin up / spin down)   -2.0 / -1.4 eV



2.
Computed, not measured: a gas-phase ion, C5H9N (charge -1), with the ωB97M-V functional and the def2-TZVPD basis.

Cartesian coordinates (Å):
N -0.72 -1.03 -1.67
C 0.30 -1.07 -0.65
C 0.95 -2.24 -0.39
C -0.29 2.15 1.31
C -0.48 0.94 0.65
C 0.47 0.12 0.19
H -1.07 -0.16 -2.01
H -0.85 -1.87 -2.28
H 0.77 -3.32 -0.81
H 1.65 -2.22 0.41
H 0.55 2.18 1.94
H -1.16 2.56 1.98
H -0.08 3.01 0.53
H -1.55 0.62 0.41
H 1.52 0.35 0.37

Calculated values
2S+1   2
Lowest unoccupied orbital energy (spin up / spin down)   4.6 / 4.4 eV
<S²>   0.758
Total charge   -1
Gap between HOMO and LUMO (spin up / spin down)   3.59 / 7.21 eV
E_HOMO (spin up / spin down)   1.0 / -2.8 eV



Energy relative to the most stable one, in kJ/mol: 1 0.0; 2 55.5